# C24H24BCl5MnN8S3

C24H24BCl5MnN8S3 as an isolated structure (ωB97M-V/def2-TZVPD, the OMol25 dataset).

Geometry (Å):
Mn1 0.913 0.292 1.057
C1 -1.147 2.038 4.333
C2 0.066 1.691 3.752
N1 -0.134 0.843 2.743
N2 -1.471 0.622 2.659
C3 -2.094 1.355 3.594
B1 -2.087 -0.232 1.497
N3 -1.895 0.576 0.189
C4 -2.752 1.160 -0.660
C5 -2.029 1.882 -1.592
C6 -0.703 1.690 -1.232
N4 -0.620 0.900 -0.166
N5 -1.259 -1.552 1.387
C7 -1.695 -2.815 1.474
C8 -0.604 -3.664 1.455
C9 0.492 -2.820 1.341
N6 0.090 -1.548 1.289
N7 -3.512 -0.580 1.818
C10 -3.967 -1.113 2.988
C11 -5.255 -1.527 2.789
C12 -5.515 -1.212 1.439
N8 -4.469 -0.659 0.859
H1 -1.315 2.696 5.166
H2 1.065 2.011 4.000
H3 -3.167 1.344 3.678
H4 -3.809 1.001 -0.544
H5 -2.416 2.465 -2.408
H6 0.192 2.098 -1.668
H7 -2.748 -3.029 1.556
H8 -0.606 -4.737 1.515
H9 1.541 -3.067 1.316
H10 -3.337 -1.173 3.861
H11 -5.915 -1.984 3.505
H12 -6.419 -1.367 0.874
C13 -0.058 -1.760 -4.808
C14 0.232 -2.878 -3.816
S1 0.358 -2.346 -2.081
C15 2.119 -2.559 -1.735
C16 3.060 -1.456 -2.197
S2 2.630 0.191 -1.563
C17 2.198 1.116 -3.064
C18 0.948 0.699 -3.834
S3 1.292 -0.586 -5.077
H13 -0.956 -1.208 -4.529
H14 -0.251 -2.199 -5.788
H15 1.156 -3.393 -4.082
H16 -0.575 -3.612 -3.858
H17 2.445 -3.516 -2.145
H18 2.180 -2.650 -0.651
H19 3.081 -1.388 -3.282
H20 4.070 -1.676 -1.848
H21 3.077 1.107 -3.711
H22 2.101 2.145 -2.709
H23 0.552 1.572 -4.356
H24 0.184 0.322 -3.160
Cl1 3.368 -0.294 1.577
C19 3.300 1.460 1.396
C20 2.032 1.938 1.174
C21 1.846 3.306 1.094
Cl2 0.261 3.960 0.939
C22 2.954 4.157 1.172
Cl3 2.743 5.851 1.046
C23 4.239 3.630 1.358
Cl4 5.592 4.670 1.447
C24 4.428 2.252 1.487
Cl5 5.969 1.558 1.740

Results
<S²>: 6.13
Multiplicity: 5
Kohn-Sham gap (spin up / spin down): 6.311 / 7.463 eV
DFT total energy: -6038.2914 Eh
Energy above the lowest of the compared OMol25 structures with the same formula, charge and spin: 0.0 kcal per mole
Charge: +1